[1]
{
  "formula": "C16H52N11O10",
  "method": "the ωB97M-V functional and the def2-TZVPD basis",
  "de_lowest_ev": 0.000,
  "charge": -1,
  "spin_multiplicity": 1,
  "lumo_ha": 0.084,
  "gap_ha": 0.32757,
  "homo_ha": -0.244,
  "elements": ["C", "O", "H", "H", "H", "C", "C", "O", "H", "H", "H", "H", "H", "H", "C", "C", "O", "H", "H", "H", "H", "H", "H", "C", "C", "O", "H", "H", "H", "H", "H", "H", "C", "O", "N", "N", "H", "H", "H", "H", "C", "O", "N", "N", "H", "H", "H", "H", "C", "O", "N", "N", "H", "H", "H", "H", "C", "O", "N", "N", "H", "H", "H", "H", "C", "O", "N", "N", "H", "H", "H", "H", "C", "C", "C", "O", "C", "N", "H", "H", "H", "H", "H", "H", "H", "H", "H", "H", "H"],
  "positions_angstrom": [[0.24990, 0.19759, -0.52186], [-0.44148, -1.03125, -0.53558], [0.66858, 0.40474, 0.47540], [1.09380, 0.18922, -1.22730], [-0.45380, 1.00220, -0.77861], [-3.75098, 1.94936, 1.22136], [-2.88618, 0.71903, 1.45345], [-3.03796, -0.11641, 0.29609], [-4.77435, 1.64483, 1.46359], [-3.76669, 2.28827, 0.18509], [-3.54266, 2.85344, 1.79620], [-3.22367, 0.14661, 2.32018], [-1.83922, 1.00779, 1.57419], [-2.13545, -0.43377, 0.08814], [1.93039, 1.58927, -4.28667], [1.31440, 2.64903, -3.38284], [2.32625, 3.18014, -2.49729], [1.25563, 1.31120, -5.09874], [2.10257, 0.67837, -3.70694], [2.87919, 1.89536, -4.73307], [0.57676, 2.12576, -2.77317], [0.88096, 3.48508, -3.92566], [3.03908, 2.53579, -2.52319], [-0.81005, 3.70699, 1.50208], [-1.40642, 5.08135, 1.72935], [-1.94924, 5.53452, 0.48287], [-1.29447, 3.19752, 0.67237], [-0.87093, 3.02514, 2.35234], [0.26507, 3.79944, 1.33632], [-0.71581, 5.84718, 2.08841], [-2.21197, 4.97963, 2.46970], [-2.55887, 6.26052, 0.63521], [0.39221, -3.25204, 1.95453], [0.89911, -3.91566, 2.84804], [-0.58753, -2.31044, 2.15956], [0.76357, -3.25815, 0.64430], [-0.82833, -1.73589, 1.36213], [-1.00083, -2.16200, 3.05729], [1.63011, -3.68461, 0.37332], [0.35083, -2.51278, 0.07256], [0.25983, -2.69984, -3.77926], [0.29036, -3.06527, -4.94514], [-0.31627, -1.53563, -3.35841], [0.67765, -3.48387, -2.72615], [-0.25052, -1.22527, -2.38077], [-0.69251, -0.88169, -4.01977], [1.00375, -4.40544, -2.94039], [0.30591, -3.22717, -1.82804], [-4.09029, -3.52061, 0.38025], [-4.52912, -4.62900, 0.66942], [-2.76450, -3.20734, 0.36218], [-4.91154, -2.49146, -0.00912], [-2.14497, -3.89872, 0.74063], [-2.41323, -2.32494, 0.04003], [-5.89754, -2.65823, 0.03550], [-4.52554, -1.56079, -0.08313], [-3.25748, 1.53944, -3.23554], [-4.08328, 2.08317, -3.95691], [-3.23053, 0.20983, -2.99968], [-2.20910, 2.25766, -2.68938], [-3.97303, -0.33118, -3.40427], [-2.55441, -0.29220, -2.44798], [-2.33828, 3.23765, -2.88445], [-1.76899, 2.04308, -1.81110], [0.64327, 1.60257, 4.08298], [1.23287, 2.49148, 3.49517], [0.14744, 0.49249, 3.42877], [0.29924, 1.66409, 5.40731], [0.28970, 0.43434, 2.43496], [0.11027, -0.39022, 3.90844], [0.50584, 2.52206, 5.88268], [-0.15155, 0.91576, 5.89645], [3.75685, 0.60808, 1.49657], [4.17975, -0.84460, 1.61772], [3.79282, -1.61888, 0.35430], [4.06635, -2.97602, 0.60806], [4.08436, -3.77938, -0.56276], [5.64400, -0.84410, 1.83320], [4.19238, 1.05290, 0.59457], [4.08314, 1.21938, 2.33591], [2.67576, 0.73131, 1.40648], [3.72719, -1.33359, 2.48067], [4.35409, -1.26889, -0.52042], [2.71638, -1.39500, 0.28943], [5.10873, -3.63592, -0.94113], [3.42192, -3.46964, -1.37767], [3.94074, -4.83788, -0.36056], [6.11168, -0.33371, 1.09223], [5.94885, -1.81121, 1.76497]],
  "forces_ev_per_angstrom": [[-0.6, -1.1, 0.2], [-0.3, 0.4, 0.1], [0.1, 0.3, -0.1], [0.0, 0.3, 0.0], [0.4, 0.4, 0.0], [-1.0, 0.0, 0.3], [-0.1, 0.4, -0.8], [0.5, 0.1, 0.2], [-0.1, 0.3, -0.1], [0.3, -0.3, -0.1], [0.3, -0.3, 0.4], [0.1, 0.2, 0.2], [0.0, -0.2, 0.1], [0.3, -0.2, -0.5], [-0.2, -0.1, -0.2], [0.9, -0.5, 0.4], [-0.3, -0.1, -0.4], [0.0, 0.0, 0.0], [0.1, 0.0, 0.0], [-0.1, 0.2, 0.0], [-0.4, 0.4, -0.1], [-0.1, 0.0, 0.0], [0.1, 0.1, 0.2], [1.0, 0.0, 0.2], [-1.0, -0.1, 0.0], [0.0, -0.1, -0.2], [0.0, 0.2, -0.2], [-0.3, 0.4, 0.2], [-0.1, -0.2, -0.4], [0.3, -0.3, 0.2], [0.0, 0.2, 0.0], [0.1, 0.0, 0.1], [0.6, 0.6, 0.5], [-0.2, -0.2, -0.1], [0.1, 0.0, 0.0], [-0.3, -0.4, -0.3], [-0.1, 0.2, 0.1], [-0.1, -0.3, 0.0], [0.1, -0.1, 0.3], [0.3, 0.2, -0.2], [-1.0, -0.2, 0.0], [0.4, 0.1, 0.0], [0.3, 0.5, 0.3], [0.3, 0.7, -0.2], [-0.2, -0.4, 0.0], [0.1, -0.2, -0.3], [-0.2, -0.1, 0.1], [0.1, -0.4, 0.2], [-0.3, 0.0, -0.4], [0.2, 0.2, 0.2], [-0.4, -0.6, 0.1], [0.3, 0.0, -0.1], [0.2, 0.1, -0.1], [0.1, -0.1, 0.0], [0.0, 0.1, 0.0], [-0.2, 0.1, 0.1], [0.5, 0.2, 0.0], [0.0, -0.2, 0.1], [-0.4, -0.7, -0.1], [-0.2, 0.5, -0.4], [0.0, 0.0, 0.0], [0.1, 0.3, 0.1], [0.2, 0.1, 0.2], [-0.2, -0.3, 0.0], [-0.4, -0.2, -0.6], [0.0, 0.1, 0.4], [0.0, 0.0, 0.3], [0.4, 0.2, 0.0], [0.4, 0.0, 0.1], [0.0, 0.0, -0.1], [0.1, -0.1, 0.1], [-0.1, 0.0, -0.1], [-0.4, 0.2, -0.2], [1.3, 0.6, -0.6], [-0.5, 0.5, 1.3], [-0.9, -0.6, -0.1], [1.4, 0.6, -0.4], [-0.2, -0.6, 0.3], [0.0, -0.1, 0.0], [0.0, -0.2, 0.1], [0.0, -0.1, 0.0], [-0.1, 0.0, 0.0], [-0.1, 0.2, 0.0], [0.0, -0.5, -0.8], [-0.1, -0.5, -0.4], [-0.4, 0.2, 0.4], [-0.1, 0.1, 0.4], [-0.1, 0.0, -0.1], [0.2, 0.1, 0.0]],
  "mulliken_charge": [2.32, 0.42, -1.40, 0.36, -1.24, -1.39, 1.28, -0.40, 0.41, 0.24, 0.27, 0.31, -0.78, -0.51, -1.32, 0.45, -0.55, 0.36, 0.26, 0.41, -0.19, 0.33, 0.30, 0.02, -0.63, -0.53, -0.27, -0.05, 0.50, 0.33, 0.30, 0.29, 0.26, -0.75, 0.07, -0.17, 0.09, 0.23, 0.12, 0.00, 0.34, -0.73, 0.01, -0.22, -0.38, 0.21, 0.20, 0.20, 0.34, -0.73, -0.07, -0.34, 0.13, 0.06, 0.19, 0.30, 0.43, -0.72, -0.12, -0.07, 0.18, 0.07, 0.23, -0.06, 0.63, -0.59, -0.10, -0.44, -0.26, 0.23, 0.24, 0.15, -1.22, 0.26, 0.18, -0.39, -1.02, -0.79, 0.33, 0.39, 0.08, 0.28, 0.39, -0.21, 0.41, 0.40, 0.26, 0.29, 0.30]
}


[2]
{
  "formula": "C18H33F4N6O4",
  "method": "the ωB97M-V functional and the def2-TZVPD basis",
  "de_lowest_ev": 0.771,
  "charge": 1,
  "spin_multiplicity": 1,
  "lumo_ha": -0.105,
  "gap_ha": 0.33008,
  "smiles": "C=CCN(CCCO)C1=[N+](C[C@H](O)CN)[C@@](CN)(COC(F)(F)F)[C@@](C)(N)N1CC(=O)F",
  "homo_ha": -0.435,
  "elements": ["C", "C", "C", "N", "C", "C", "C", "O", "C", "N", "C", "C", "O", "C", "N", "C", "C", "N", "C", "O", "C", "F", "F", "F", "C", "C", "N", "N", "C", "C", "O", "F", "H", "H", "H", "H", "H", "H", "H", "H", "H", "H", "H", "H", "H", "H", "H", "H", "H", "H", "H", "H", "H", "H", "H", "H", "H", "H", "H", "H", "H", "H", "H", "H", "H"],
  "positions_angstrom": [[0.07572, 1.51330, 3.64106], [-0.92888, 1.21730, 2.84058], [-0.98306, 1.76050, 1.45285], [-1.32262, 0.71683, 0.47234], [-2.76358, 0.41934, 0.23631], [-3.75765, 1.11279, 1.15759], [-4.37046, 2.34623, 0.48788], [-3.41731, 3.23991, -0.04172], [-0.40242, 0.02468, -0.12378], [0.93282, 0.22570, 0.23276], [1.69861, 1.27950, -0.41739], [1.87323, 1.22777, -1.94192], [3.14481, 0.72436, -2.31319], [1.76972, 2.68473, -2.47259], [2.13431, 2.87056, -3.84203], [1.42915, -1.14154, 0.41984], [2.95115, -1.24003, 0.45877], [3.53318, -0.42460, 1.55510], [1.01318, -1.68364, 1.78029], [-0.42532, -1.85912, 1.84084], [-0.87662, -2.41233, 2.97937], [-0.54216, -1.71822, 4.06645], [-0.43140, -3.65879, 3.13896], [-2.21148, -2.45056, 2.90108], [0.73516, -1.86240, -0.78194], [1.59090, -2.10834, -2.04364], [0.30008, -3.22563, -0.40720], [-0.42737, -0.98337, -1.02853], [-1.60408, -1.54195, -1.68809], [-1.33104, -2.34684, -2.94066], [-1.22160, -3.56367, -2.95886], [-1.27580, -1.62661, -4.07124], [0.95428, 1.98505, 3.22999], [0.05539, 1.32398, 4.69635], [-1.73232, 0.60095, 3.20519], [-0.01029, 2.18880, 1.27406], [-1.68656, 2.57244, 1.37564], [-2.88791, -0.64356, 0.34849], [-2.99976, 0.69331, -0.78146], [-3.39683, 1.33381, 2.15030], [-4.58677, 0.42919, 1.28605], [-4.97734, 1.96752, -0.33348], [-5.04869, 2.85410, 1.15416], [-3.07326, 2.91459, -0.87090], [2.67737, 1.40855, 0.01795], [1.17860, 2.21317, -0.22054], [1.10017, 0.66585, -2.44713], [3.78196, 1.31040, -1.89775], [0.79803, 3.11350, -2.24810], [2.48388, 3.25395, -1.87350], [1.55226, 2.36022, -4.48462], [3.10903, 2.70622, -4.01204], [3.37342, -0.88443, -0.46683], [3.22405, -2.27032, 0.64550], [4.24586, 0.17500, 1.16756], [2.84896, 0.21965, 1.92855], [1.48696, -2.64097, 1.92805], [1.29345, -1.00913, 2.56984], [1.23615, -1.50108, -2.86786], [1.47628, -3.13001, -2.35472], [2.64257, -1.89614, -1.92424], [-0.58115, -3.23332, 0.07982], [1.01608, -3.69104, 0.12461], [-2.26245, -0.73230, -1.95852], [-2.18063, -2.17380, -1.02971]],
  "forces_ev_per_angstrom": [[0.2, 0.1, -0.1], [0.0, -0.1, 0.2], [0.6, -0.4, 0.5], [-1.1, 0.4, -0.9], [0.2, 0.2, 0.5], [-0.4, 0.5, -0.3], [0.0, -0.9, -0.7], [0.3, 0.6, 0.7], [1.5, 0.3, -0.2], [0.2, 0.0, 1.5], [-0.8, 0.3, -1.0], [0.2, 1.3, -0.1], [-0.3, -0.6, 0.1], [0.7, -0.4, 0.3], [-0.5, 0.5, 0.0], [0.5, 0.3, -0.7], [0.2, 1.1, 0.4], [-0.3, 0.0, -0.1], [-0.8, -0.2, -0.2], [0.2, 0.5, 0.0], [-0.5, -0.1, 0.0], [0.1, 0.0, 0.1], [0.1, -0.1, 0.0], [0.1, 0.0, 0.0], [1.1, -2.3, 0.2], [-0.2, 0.8, -0.1], [-0.7, 0.6, -0.6], [-0.9, -0.4, 0.3], [-0.4, 0.4, 0.0], [0.6, -4.0, -0.2], [-0.5, 3.8, -0.2], [0.1, 0.1, 0.5], [0.1, 0.4, 0.1], [0.1, -0.4, 0.3], [-0.4, 0.1, 0.1], [0.1, 0.0, -0.4], [-0.4, 0.1, -0.2], [0.1, -0.4, 0.0], [-0.1, 0.0, -0.3], [0.3, 0.0, 0.2], [-0.2, -0.3, 0.2], [-0.3, 0.0, -0.1], [0.1, 0.4, 0.3], [-0.1, -0.1, -0.3], [0.2, -0.3, 0.4], [-0.2, 0.2, 0.2], [0.0, -0.6, 0.0], [0.4, 0.1, -0.1], [-0.4, 0.0, -0.1], [0.1, 0.3, 0.1], [0.1, -0.1, -0.2], [0.1, -0.2, -0.2], [0.0, -0.2, -0.4], [0.1, -0.4, -0.3], [0.4, -0.1, 0.1], [-0.1, 0.0, 0.2], [0.1, -0.3, 0.2], [0.2, 0.3, 0.2], [0.1, 0.3, -0.2], [0.0, -0.4, 0.0], [0.1, 0.1, 0.0], [0.2, -0.1, 0.4], [0.0, -0.2, 0.1], [0.0, 0.3, -0.3], [0.0, -0.5, 0.2]],
  "mulliken_charge": [-1.12, 0.27, -0.90, 0.79, -0.84, -0.86, -0.86, -0.57, -0.78, 1.18, -1.18, 0.13, -0.55, -1.24, -0.57, 0.44, -1.28, -0.68, -2.08, -0.27, 1.00, -0.27, -0.29, -0.28, 0.81, -1.74, -0.38, 0.84, -0.51, 0.05, -0.44, -0.25, 0.27, 0.34, 0.23, 0.20, 0.63, 0.32, 0.54, 0.35, 0.42, 0.38, 0.51, 0.33, 0.62, 0.37, 0.06, 0.54, 0.46, 0.49, 0.26, 0.27, 0.62, 0.55, 0.38, 0.24, 0.88, 0.55, 0.20, 0.60, 0.33, 0.10, 0.38, 0.49, 0.56]
}


[3]
{
  "formula": "C6H12O",
  "method": "the ωB97M-V functional and the def2-TZVPD basis",
  "de_lowest_ev": 0.361,
  "spin_multiplicity": 1,
  "lumo_ha": 0.042,
  "gap_ha": 0.39784,
  "smiles": "C[C@@H]1OCC[C@@H]1C",
  "homo_ha": -0.356,
  "elements": ["C", "C", "O", "C", "C", "C", "C", "H", "H", "H", "H", "H", "H", "H", "H", "H", "H", "H", "H"],
  "positions_angstrom": [[-0.55725, 2.02667, 0.21686], [0.01843, 0.84652, -0.53350], [-1.04465, 0.17931, -1.19405], [-0.50458, -1.04941, -1.62778], [0.36672, -1.54563, -0.46506], [0.73249, -0.25059, 0.30299], [0.28158, -0.32345, 1.76063], [-1.30683, 1.68161, 0.93518], [0.22896, 2.56924, 0.75151], [-1.03620, 2.71594, -0.48446], [0.72434, 1.21006, -1.30205], [-1.32898, -1.72164, -1.87408], [0.09360, -0.90081, -2.54010], [-0.22307, -2.20939, 0.17800], [1.23975, -2.10424, -0.81747], [1.81498, -0.07101, 0.28046], [0.77766, -1.15889, 2.26602], [0.52419, 0.58990, 2.31345], [-0.80115, -0.48419, 1.83345]],
  "forces_ev_per_angstrom": [[0.0, 0.0, 0.0], [0.2, 0.1, 0.1], [-0.1, 0.0, 0.0], [0.1, -0.3, -0.1], [0.0, -0.1, -0.1], [0.0, 0.0, 0.0], [0.0, 0.0, 0.1], [0.1, 0.1, -0.1], [-0.1, -0.1, 0.0], [0.1, -0.1, 0.1], [-0.1, -0.1, 0.1], [0.1, 0.1, 0.0], [0.0, 0.0, 0.1], [0.2, 0.1, -0.1], [-0.1, 0.1, 0.1], [-0.2, 0.0, 0.0], [-0.1, 0.1, -0.1], [0.0, -0.1, -0.1], [0.2, 0.0, 0.0]],
  "mulliken_charge": [-1.59, 0.30, -0.43, -0.46, -0.73, 0.53, -1.72, 0.37, 0.35, 0.39, 0.29, 0.31, 0.28, 0.28, 0.31, 0.36, 0.44, 0.35, 0.38]
}


[4]
{
  "formula": "C3H8ClO3SZn",
  "method": "the ωB97M-V functional and the def2-TZVPD basis",
  "spin_multiplicity": 2,
  "lumo_ha": [0.014, -0.039],
  "s2": 0.75,
  "gap_ha": [0.29298, 0.31348],
  "homo_ha": [-0.279, -0.353],
  "elements": ["Zn", "Cl", "O", "S", "O", "O", "C", "C", "C", "H", "H", "H", "H", "H", "H", "H", "H"],
  "positions_angstrom": [[-3.41116, -2.51007, 0.37336], [-1.88098, -4.12225, 1.41099], [-0.95502, 0.65050, 1.74055], [-0.79880, -0.42875, 0.71733], [-1.88200, -1.29162, 0.19308], [-0.18459, 0.35965, -0.63461], [0.65782, 1.45490, -0.37481], [0.78076, 2.28094, -1.78897], [0.69962, -1.56220, 1.04214], [1.57734, 1.05819, 0.05555], [0.16391, 2.13748, 0.31673], [-0.18006, 2.17723, -2.29311], [1.49698, 1.75331, -2.41883], [1.01869, 3.33196, -1.62509], [0.39498, -2.54233, 1.40907], [1.32167, -1.10037, 1.80886], [1.18084, -1.64658, 0.06776]],
  "forces_ev_per_angstrom": [[0.0, -1.6, 0.7], [-0.8, 0.6, -0.4], [-0.3, -3.4, -2.3], [1.9, 1.6, 0.2], [2.2, 2.8, 0.6], [-2.0, -2.1, 1.0], [0.0, 2.3, -1.5], [0.0, -2.0, 1.7], [-1.1, 0.7, 0.2], [0.3, 0.5, -0.2], [0.2, -0.2, 0.2], [-0.1, 0.2, 0.2], [0.2, 0.4, 0.0], [0.1, -0.2, 0.0], [-0.6, 0.1, -0.2], [-0.1, 0.3, -0.3], [-0.1, 0.1, 0.2]],
  "mulliken_charge": [0.21, -0.57, -0.60, 1.09, -0.21, -0.32, -0.28, -1.08, -0.81, 0.35, 0.32, 0.31, 0.30, 0.35, 0.31, 0.32, 0.31]
}